Entry from the OMol25 dataset: C24H42CoO2P2 as an isolated structure at a distorted geometry (the ωB97M-V functional and the def2-TZVPD basis).

## Properties
Energy above the lowest of the compared OMol25 structures with the same formula, charge and spin = 0.00 kcal/mol
HOMO (spin up / spin down) = -8.79 / -11.01 eV
E_LUMO (spin up / spin down) = -3.2 / -4.0 eV
Expectation value of S² = 6.03
Orbital gap (spin up / spin down) = 5.61 / 7.02 eV
E = -3155.2638 Eh
Net charge = +1
2S+1 = 5

Each line ends with the Löwdin charge.
Element x y z (Å)
Co 1.380 -0.908 1.222  0.419
C -0.296 -1.178 2.246  -0.295
C -0.053 -2.385 1.502  -0.303
C 1.750 -1.989 2.915  -0.272
C 0.788 -0.975 3.166  -0.268
C 1.241 -2.855 1.893  -0.295
C -1.459 -0.273 2.151  -0.028
H -2.241 -0.683 1.500  0.087
H -1.100 0.700 1.764  0.065
H -1.822 -0.031 3.155  0.097
C 0.861 0.046 4.227  -0.003
H 0.057 0.778 4.104  0.082
H 1.830 0.558 4.209  0.077
H 0.751 -0.457 5.197  0.104
C 2.981 -2.223 3.689  -0.014
H 2.725 -2.563 4.697  0.101
H 3.542 -1.298 3.792  0.067
H 3.621 -2.973 3.233  0.077
C 1.998 -4.060 1.460  -0.032
H 1.974 -4.855 2.223  0.105
H 3.057 -3.777 1.338  0.081
H 1.629 -4.488 0.522  0.052
C -1.056 -3.085 0.650  -0.033
H -0.615 -3.887 0.040  0.070
H -1.577 -2.391 -0.024  0.068
H -1.833 -3.545 1.274  0.098
C -2.935 4.411 -0.298  -0.103
C -4.105 3.788 -0.480  -0.094
C -4.452 2.691 -1.463  -0.151
C -3.336 2.174 -2.441  -0.186
C -2.503 1.138 -1.789  -0.221
C -1.509 1.411 -0.841  -0.244
C -1.042 2.737 -0.295  -0.153
C -1.627 4.012 -0.901  -0.204
H -5.282 3.005 -2.123  0.121
H -2.641 2.938 -2.857  0.088
H -4.844 1.875 -0.816  0.124
H -1.677 4.014 -1.997  0.091
H -2.913 5.369 0.233  0.113
H -4.945 4.147 0.138  0.114
H -0.952 4.847 -0.653  0.123
H -1.205 2.790 0.806  0.139
H -1.474 0.672 -0.022  0.076
H 0.063 2.747 -0.377  0.119
H -3.891 1.724 -3.298  0.128
H -2.933 0.129 -1.860  0.121
P -0.281 0.547 -2.313  0.995
C 0.095 2.001 -3.392  -0.184
C -0.795 -0.659 -3.601  -0.164
P 1.707 -1.439 -0.781  0.876
C 1.472 0.068 -1.867  -0.443
C 1.260 -2.979 -1.752  -0.215
C 3.564 -1.423 -0.605  -0.196
H 0.766 2.724 -2.896  0.070
H -0.830 2.531 -3.677  0.051
H 0.584 1.682 -4.329  0.068
H -0.580 -0.236 -4.604  0.074
H -1.871 -0.870 -3.505  0.056
H -0.225 -1.596 -3.492  0.032
H 3.970 -0.446 -0.925  0.061
H 3.975 -2.237 -1.208  0.050
H 3.847 -1.583 0.459  0.054
H 1.885 0.961 -1.349  0.056
H 2.047 -0.101 -2.799  0.075
H 1.385 -3.892 -1.159  0.023
H 1.873 -3.125 -2.652  0.058
H 0.207 -2.937 -2.061  0.024
O 3.592 0.647 2.819  -0.025
C 3.026 1.297 1.931  -0.451
O 2.120 0.861 1.091  -0.186
H 3.280 2.382 1.858  0.133

Entry from the OMol25 dataset: one molecule with the formula C4H10N2 at a distorted geometry (the ωB97M-V functional and the def2-TZVPD basis).

## Properties
Energy above the lowest of the compared OMol25 structures with the same formula, charge and spin = 16.15 kcal/mol
HOMO = -9.17 eV
E_LUMO = 1.0 eV
Orbital gap = 10.13 eV
E = -267.8996 Eh
Net charge = 0

Each line ends with the Löwdin charge.
Element x y z (Å)
C 0.387 -1.166 -1.112  -0.042
C -0.693 -0.290 -0.528  -0.417
N -1.864 -0.163 -0.994  0.132
H -2.137 -0.859 -1.687  0.048
H -0.010 -0.985 1.573  0.094
H -0.051 -1.919 -1.764  0.076
H 0.951 -1.654 -0.321  0.073
H 1.072 -0.567 -1.711  0.084
C 1.109 1.287 0.415  -0.070
C -0.295 0.717 0.559  -0.438
N -0.410 -0.023 1.808  0.030
H -1.389 -0.186 2.025  0.073
H -1.041 1.518 0.566  0.132
H 1.302 1.971 1.237  0.076
H 1.206 1.815 -0.531  0.080
H 1.863 0.504 0.465  0.069

Entry from the OMol25 dataset: a 2-piece molecular cluster, C4H7N2P overall at a distorted geometry (the ωB97M-V functional and the def2-TZVPD basis).

## Properties
Energy above the lowest of the compared OMol25 structures with the same formula, charge and spin = 76.44 kcal/mol
HOMO (spin up / spin down) = -6.00 / -8.70 eV
E_LUMO (spin up / spin down) = 0.8 / -1.8 eV
Expectation value of S² = 2.01
Orbital gap (spin up / spin down) = 6.76 / 6.90 eV
E = -607.1996 Eh
Net charge = 0
2S+1 = 3

Each line ends with the Löwdin charge.
Element x y z (Å)
C -0.792 0.783 -2.209  -0.268
C -0.560 -0.551 -2.413  -0.308
C -0.437 0.223 -0.090  -0.435
C 1.180 -0.036 2.246  -0.255
N -0.573 1.154 -0.939  -0.033
N -0.119 0.374 1.927  -0.004
P -0.010 -1.361 -0.796  0.893
H -1.011 1.484 -2.971  0.084
H -0.763 -1.072 -3.284  0.013
H 1.262 -0.121 3.417  0.105
H 1.447 -1.122 2.052  0.061
H 2.038 0.656 1.831  0.119
H -0.248 1.350 2.051  0.043
H -1.415 -1.760 -0.822  -0.014

Q: Among the records above, which one has the highest energy above the lowest of the compared OMol25 structures with the same formula, charge and spin?
A: C4H7N2P

What did the second record say?
Entry from the OMol25 dataset: one molecule with the formula C4H10N2 at a distorted geometry (the ωB97M-V functional and the def2-TZVPD basis).

## Properties
Energy above the lowest of the compared OMol25 structures with the same formula, charge and spin = 16.15 kcal/mol
HOMO = -9.17 eV
E_LUMO = 1.0 eV
Orbital gap = 10.13 eV
E = -267.8996 Eh
Net charge = 0

Each line ends with the Löwdin charge.
Element x y z (Å)
C 0.387 -1.166 -1.112  -0.042
C -0.693 -0.290 -0.528  -0.417
N -1.864 -0.163 -0.994  0.132
H -2.137 -0.859 -1.687  0.048
H -0.010 -0.985 1.573  0.094
H -0.051 -1.919 -1.764  0.076
H 0.951 -1.654 -0.321  0.073
H 1.072 -0.567 -1.711  0.084
C 1.109 1.287 0.415  -0.070
C -0.295 0.717 0.559  -0.438
N -0.410 -0.023 1.808  0.030
H -1.389 -0.186 2.025  0.073
H -1.041 1.518 0.566  0.132
H 1.302 1.971 1.237  0.076
H 1.206 1.815 -0.531  0.080
H 1.863 0.504 0.465  0.069